Entry 1:
Formula: C52H119N11O12
Source: the OMol25 dataset
Level of theory: wB97M-V/def2-TZVPD

## Properties
**SMILES**: CC1(C)CCCC(C)(C)N1O.CC1(C)CCCC(C)(C)N1O.CC1(C)CCCC(C)(C)N1O.CC1(C)CCCC(C)(C)N1O.CC1(C)CCCC(C)(C)N1O.NC(N)=O.NC(N)=O.NC(N)=O.OCCO.OCCO
**Energy**: -3557.401015 hartree
**Multiplicity**: 1
**HOMO**: -8.053 eV

Positions of all 194 atoms, in Å:
C 33.958 2.499 5.747
C 32.524 1.867 5.693
C 31.616 2.908 6.322
C 32.040 1.988 4.122
C 30.950 0.981 3.898
C 31.238 -0.467 4.339
C 31.431 -0.544 5.833
C 30.203 -0.344 6.660
C 31.976 -1.947 6.174
N 32.465 0.467 6.184
O 32.679 0.472 7.517
H 34.025 3.115 4.850
H 34.362 2.976 6.640
H 34.720 1.792 5.419
H 30.577 2.587 6.387
H 31.895 3.010 7.370
H 31.518 3.834 5.755
H 31.443 2.867 3.879
H 32.864 1.898 3.415
H 30.065 1.413 4.366
H 30.633 1.038 2.857
H 32.029 -0.773 3.654
H 30.433 -1.137 4.038
H 29.563 0.501 6.407
H 30.400 -0.228 7.725
H 29.547 -1.211 6.582
H 32.758 -2.127 5.437
H 31.144 -2.639 6.042
H 32.310 -2.105 7.199
H 31.747 0.627 7.684
C 21.616 -0.416 -8.662
C 21.570 -1.587 -7.715
C 21.645 -1.025 -6.229
C 20.247 -2.308 -7.844
C 20.193 -3.244 -9.065
C 21.318 -4.358 -8.974
C 22.738 -3.709 -8.914
C 23.749 -4.772 -8.451
C 23.169 -3.255 -10.352
N 22.712 -2.559 -7.894
O 23.912 -2.062 -7.448
H 21.889 0.521 -8.176
H 22.192 -0.596 -9.569
H 20.617 -0.125 -8.985
H 22.640 -0.588 -6.145
H 20.855 -0.306 -6.006
H 21.641 -1.843 -5.508
H 20.104 -2.919 -6.953
H 19.431 -1.604 -8.009
H 19.191 -3.657 -9.186
H 20.237 -2.603 -9.945
H 21.300 -5.080 -9.790
H 21.201 -4.964 -8.075
H 23.588 -5.160 -7.445
H 24.789 -4.473 -8.316
H 23.612 -5.671 -9.052
H 23.366 -4.106 -11.004
H 24.103 -2.699 -10.272
H 22.586 -2.449 -10.798
H 23.941 -2.455 -6.573
C 37.060 -10.965 2.058
C 36.289 -9.682 2.343
C 35.459 -10.015 3.550
C 37.358 -8.618 2.719
C 36.929 -7.208 2.418
C 36.351 -7.090 1.010
C 35.185 -8.030 0.767
C 34.031 -7.451 1.636
C 34.833 -7.930 -0.807
N 35.644 -9.381 1.074
O 34.658 -10.314 0.799
H 37.455 -11.062 1.047
H 37.991 -10.989 2.624
H 36.516 -11.899 2.202
H 35.097 -9.115 4.045
H 34.605 -10.637 3.282
H 36.043 -10.589 4.270
H 37.634 -8.711 3.769
H 38.343 -8.618 2.253
H 36.277 -6.757 3.166
H 37.868 -6.657 2.472
H 37.136 -7.204 0.263
H 35.976 -6.071 0.911
H 34.328 -7.445 2.685
H 33.140 -8.075 1.571
H 33.792 -6.409 1.423
H 33.947 -8.487 -1.113
H 35.617 -8.437 -1.369
H 34.868 -6.934 -1.248
H 35.183 -10.986 0.360
C 21.357 -9.832 -3.208
C 21.028 -8.879 -1.976
C 21.391 -7.438 -2.394
C 19.543 -8.779 -1.706
C 18.883 -10.081 -1.277
C 19.490 -10.408 0.016
C 21.068 -10.487 -0.008
C 21.515 -10.458 1.393
C 21.475 -11.931 -0.480
N 21.667 -9.442 -0.784
O 22.970 -9.483 -0.857
H 21.145 -10.840 -2.852
H 20.848 -9.543 -4.127
H 22.413 -9.905 -3.472
H 20.913 -6.609 -1.871
H 22.467 -7.303 -2.498
H 20.901 -7.342 -3.363
H 19.224 -8.094 -0.921
H 19.097 -8.393 -2.623
H 17.811 -9.910 -1.177
H 19.092 -10.840 -2.031
H 18.959 -11.286 0.387
H 19.232 -9.624 0.727
H 22.569 -10.636 1.609
H 20.888 -11.091 2.021
H 21.327 -9.439 1.730
H 22.529 -12.124 -0.285
H 21.441 -12.147 -1.548
H 20.888 -12.695 0.029
H 23.047 -10.142 -1.551
C 30.080 -8.667 7.748
C 28.880 -9.669 7.456
C 28.915 -10.317 5.995
C 29.122 -10.857 8.354
C 28.466 -10.621 9.686
C 26.962 -10.123 9.654
C 26.818 -8.742 8.891
C 25.391 -8.621 8.466
C 27.248 -7.622 9.834
N 27.608 -8.951 7.649
O 27.439 -7.907 6.619
H 30.053 -8.271 8.763
H 31.035 -9.193 7.759
H 30.217 -7.910 6.976
H 29.023 -9.460 5.330
H 29.745 -10.976 5.739
H 28.025 -10.918 5.811
H 28.745 -11.828 8.033
H 30.188 -10.912 8.576
H 28.535 -11.553 10.248
H 29.016 -9.855 10.232
H 26.520 -9.997 10.643
H 26.449 -10.885 9.068
H 25.295 -7.782 7.776
H 24.722 -8.258 9.247
H 24.883 -9.386 7.879
H 26.670 -7.475 10.747
H 27.344 -6.700 9.261
H 28.250 -7.861 10.190
H 26.692 -8.244 6.119
N 29.086 -2.634 -8.707
C 29.596 -1.442 -8.691
N 28.931 -0.486 -8.011
O 30.599 -1.159 -9.262
H 29.833 -3.308 -8.802
H 28.273 -2.728 -8.116
H 29.319 0.446 -8.044
H 28.027 -0.716 -7.624
N 35.109 -2.174 -3.478
C 33.990 -2.207 -4.052
N 34.152 -1.664 -5.265
O 32.973 -2.625 -3.529
H 35.273 -2.703 -2.634
H 35.841 -2.308 -4.160
H 33.314 -1.638 -5.828
H 34.895 -1.009 -5.461
N 32.032 -6.812 -6.266
C 31.876 -8.076 -6.592
N 32.778 -8.353 -7.465
O 31.254 -8.912 -6.136
H 32.833 -6.322 -6.638
H 31.746 -6.700 -5.304
H 32.367 -9.144 -7.940
H 33.303 -7.597 -7.881
O 27.949 -3.977 -2.841
C 27.508 -3.992 -1.505
C 28.323 -4.863 -0.487
O 28.040 -6.161 -0.530
H 28.829 -3.595 -2.866
H 27.337 -3.062 -0.962
H 26.505 -4.391 -1.653
H 28.229 -4.476 0.527
H 29.384 -4.845 -0.737
H 27.378 -6.250 0.159
O 23.906 -5.031 2.542
C 22.929 -4.029 2.753
C 23.425 -2.675 3.239
O 24.289 -2.967 4.346
H 23.494 -5.657 1.942
H 22.409 -3.845 1.813
H 22.186 -4.331 3.492
H 22.596 -2.112 3.669
H 23.923 -2.048 2.500
H 24.540 -3.886 4.224

Here are the Mulliken charges for atoms 1 to 5, given in e: number 1, C, carries -1.720; number 2, C, carries 1.587; number 3, C, carries -1.914; number 4, C, carries -1.014; number 5, C, carries -0.851

Entry 2:
Formula: C3H5NO2
Source: the OMol25 dataset
Level of theory: wB97M-V/def2-TZVPD

## Properties
**Energy**: -322.544816 hartree
**Multiplicity**: 1
**HOMO**: -9.761 eV
**Relative energy (zero: lowest compared OMol25 entry of this formula, charge and spin)**: 77.50 kJ/mol

Positions of all 11 atoms, in Å:
C 1.296 -0.496 0.063
N -0.090 -0.272 -0.289
C -0.982 2.737 -0.009
O -0.923 3.562 0.766
C -1.028 -1.241 -0.156
O -0.829 -2.359 0.283
H 1.882 -0.860 -0.790
H 1.319 -1.248 0.855
H 1.743 0.434 0.429
H -0.367 0.595 -0.724
H -2.025 -0.892 -0.484

Here are the Mulliken charges for atoms 1 to 5, given in e: number 1, C, carries -0.770; number 2, N, carries -0.050; number 3, C, carries 0.076; number 4, O, carries -0.123; number 5, C, carries 0.057

Entry 3:
Formula: C14H18N4OS2
Source: the OMol25 dataset
Level of theory: wB97M-V/def2-TZVPD

## Properties
**SMILES**: Cc1cccc(C)c1NC(=O)NCCSc1snnc1C
**Energy**: -1634.481796 hartree
**Multiplicity**: 1
**HOMO**: -8.224 eV
**Relative energy (zero: lowest compared OMol25 entry of this formula, charge and spin)**: 1195.25 kJ/mol

Positions of all 39 atoms, in Å:
C -2.637 -2.148 0.295
C -2.291 -0.685 0.036
C -3.049 0.129 -0.904
C -3.013 1.374 -1.034
C -2.155 1.910 -0.346
C -1.450 1.321 0.776
C -0.423 2.111 1.701
C -1.596 -0.113 0.978
N -0.693 -0.654 1.597
C 0.321 -1.479 1.299
O 1.261 -1.847 2.203
N 0.311 -1.790 0.139
C 1.492 -2.954 -0.483
C 2.095 -2.126 -1.631
S 1.770 -0.605 -1.892
C 2.503 0.277 -0.536
S 3.457 -0.292 0.711
N 3.765 1.076 1.193
N 3.160 2.072 0.846
C 2.564 1.799 -0.404
C 1.674 2.805 -1.061
H -2.354 -2.701 -0.845
H -2.157 -2.517 1.340
H -3.772 -2.278 0.368
H -3.887 -0.289 -1.445
H -3.698 1.879 -1.723
H -2.115 3.034 -0.294
H -0.801 2.216 2.610
H -0.426 3.170 1.215
H 0.575 1.765 1.624
H -0.621 -0.269 2.732
H -0.403 -1.535 -0.644
H 1.160 -3.990 -0.559
H 2.249 -2.625 0.403
H 3.143 -2.379 -1.825
H 1.557 -2.718 -2.417
H 1.624 3.689 -0.415
H 0.653 2.518 -1.495
H 2.208 2.849 -2.112

Here are the Mulliken charges for atoms 1 to 5, given in e: number 1, C, carries -0.942; number 2, C, carries 0.044; number 3, C, carries -0.774; number 4, C, carries -0.437; number 5, C, carries -0.633

Entry 4:
Formula: C4H9N5
Source: the OMol25 dataset
Level of theory: wB97M-V/def2-TZVPD

## Properties
**SMILES**: [H]/N=C1\NN[C@H]2[C@@H](N)[C@H]2N1
**Energy**: -431.474257 hartree
**Multiplicity**: 1
**HOMO**: -8.481 eV
**Relative energy (zero: lowest compared OMol25 entry of this formula, charge and spin)**: 349.25 kJ/mol

Positions of all 18 atoms, in Å:
H -3.271 0.305 0.309
N -2.628 0.736 1.005
C -1.452 0.295 0.746
N -1.170 -0.813 -0.026
N 0.062 -1.683 0.184
C 1.316 -0.745 0.151
C 1.441 0.407 -0.822
N 0.662 0.505 -2.057
C 0.999 0.539 0.721
N -0.319 0.860 1.230
H -1.873 -1.431 -0.276
H -0.096 -2.018 1.155
H 2.200 -1.454 0.480
H 2.549 0.640 -1.019
H 0.287 1.440 -2.190
H -0.099 -0.327 -2.246
H 1.799 0.891 1.317
H -0.407 1.853 1.337

Here are the Mulliken charges for atoms 1 to 5, given in e: number 1, H, carries 0.199; number 2, N, carries -0.799; number 3, C, carries 0.487; number 4, N, carries -0.165; number 5, N, carries -0.516

Entry 5:
Formula: C24H34BrF13O9S4
Source: the OMol25 dataset
Level of theory: wB97M-V/def2-TZVPD

## Properties
**SMILES**: O=S1(=O)CC[C@H](CCC(F)(F)C(F)(F)C(F)(F)C(F)(F)C(F)(F)C(F)(F)F)[C@H](Br)O1.O=S1(=O)CCCC1.O=S1(=O)CCCC1.O=S1(=O)CCCC1
**Energy**: -7077.050276 hartree
**Multiplicity**: 1
**HOMO**: -10.082 eV

Positions of all 85 atoms, in Å:
O 0.212 -3.276 -0.134
S 1.617 -3.219 0.123
O 2.125 -4.531 0.271
C 2.356 -2.334 -1.234
C 2.023 -0.821 -1.171
C 1.601 -0.364 0.241
C 1.848 1.152 0.394
C 0.691 1.911 1.054
C -0.377 2.372 0.055
F -0.095 2.026 -1.193
F -0.352 3.723 0.076
C -1.828 2.006 0.460
F -1.950 2.346 1.737
F -2.652 2.793 -0.215
C -2.209 0.513 0.326
F -1.749 -0.041 -0.789
F -1.649 -0.130 1.345
C -3.750 0.306 0.320
F -4.201 0.631 -0.866
F -4.333 1.137 1.172
C -4.217 -1.115 0.719
F -5.540 -1.093 0.614
F -3.947 -1.395 1.970
C -3.727 -2.283 -0.180
F -4.579 -3.276 -0.005
F -2.558 -2.715 0.175
F -3.733 -1.982 -1.449
C 2.313 -1.101 1.355
Br 4.277 -1.058 1.162
O 1.866 -2.432 1.519
H 1.968 -2.730 -2.162
H 3.433 -2.474 -1.207
H 2.822 -0.199 -1.561
H 1.165 -0.659 -1.818
H 0.539 -0.576 0.347
H 2.692 1.263 1.074
H 2.169 1.622 -0.527
H 0.256 1.352 1.875
H 1.122 2.796 1.506
H 2.112 -0.608 2.296
O -4.747 7.353 -4.027
S -4.236 7.355 -2.680
O -3.189 8.255 -2.271
C -5.615 7.502 -1.548
C -6.044 6.061 -1.288
C -4.746 5.265 -1.102
C -3.792 5.673 -2.231
H -6.393 8.112 -1.999
H -5.245 7.975 -0.639
H -6.691 5.990 -0.414
H -6.595 5.675 -2.148
H -4.302 5.514 -0.136
H -4.926 4.191 -1.111
H -2.752 5.654 -1.913
H -3.921 5.048 -3.112
O -1.058 -3.490 5.926
S -0.356 -4.524 5.205
O 0.948 -4.978 5.617
C -1.442 -5.935 5.031
C -2.199 -5.670 3.733
C -1.154 -5.149 2.738
C -0.320 -4.088 3.464
H -2.088 -6.009 5.903
H -0.817 -6.824 4.950
H -2.692 -6.570 3.368
H -2.964 -4.908 3.898
H -0.508 -5.971 2.422
H -1.617 -4.736 1.843
H 0.711 -4.081 3.120
H -0.755 -3.096 3.359
O 4.572 -0.844 -3.436
S 5.610 -1.094 -2.465
O 5.353 -1.892 -1.288
C 7.053 -1.723 -3.311
C 7.842 -0.474 -3.691
C 7.788 0.444 -2.463
C 6.334 0.475 -1.977
H 6.743 -2.319 -4.167
H 7.607 -2.341 -2.604
H 8.865 -0.719 -3.969
H 7.369 0.020 -4.543
H 8.430 0.039 -1.678
H 8.146 1.446 -2.692
H 6.265 0.577 -0.896
H 5.765 1.268 -2.460

Here are the Mulliken charges for atoms 1 to 5, given in e: number 1, O, carries -0.575; number 2, S, carries 1.382; number 3, O, carries -0.727; number 4, C, carries -0.712; number 5, C, carries -0.826

Entry 6:
Formula: C4H8N2O
Source: the OMol25 dataset
Level of theory: wB97M-V/def2-TZVPD

## Properties
**SMILES**: C[C@@]12CN[C@]1(N)O2
**Energy**: -341.892397 hartree
**Multiplicity**: 1
**HOMO**: -8.692 eV
**Relative energy (zero: lowest compared OMol25 entry of this formula, charge and spin)**: 292.08 kJ/mol

Positions of all 15 atoms, in Å:
C 1.317 0.270 -1.319
C 0.148 -0.274 -0.581
C 0.007 -1.553 0.242
N -0.898 -0.831 1.212
C -0.755 0.376 0.355
N -0.907 1.715 0.759
O -1.223 0.069 -0.925
H 2.168 0.249 -0.628
H 1.571 -0.297 -2.221
H 1.113 1.309 -1.591
H -0.512 -2.369 -0.267
H 0.941 -1.918 0.688
H -0.347 -0.669 2.054
H -0.817 1.848 1.757
H -1.806 2.076 0.465

Here are the Mulliken charges for atoms 1 to 5, given in e: number 1, C, carries -1.254; number 2, C, carries 0.649; number 3, C, carries -0.504; number 4, N, carries -0.539; number 5, C, carries 0.567

Entry 7:
Formula: C5H8O2
Source: the OMol25 dataset
Level of theory: wB97M-V/def2-TZVPD

## Properties
**SMILES**: O=C1C[C@@H]2C[C@H]12.O
**Energy**: -345.717640 hartree
**Multiplicity**: 1
**HOMO**: -9.803 eV
**Relative energy (zero: lowest compared OMol25 entry of this formula, charge and spin)**: 229.25 kJ/mol

Positions of all 15 atoms, in Å:
O 2.500 1.033 0.289
C 1.523 0.442 -0.090
C 1.174 -0.209 -1.434
C 0.119 -1.009 -0.683
C -0.954 -0.119 -0.270
C 0.348 -0.203 0.608
H 0.772 0.485 -2.178
H 1.981 -0.807 -1.847
H 0.001 -2.082 -0.673
H -1.883 -0.579 0.068
H -1.167 0.797 -0.824
H 0.410 -0.555 1.641
O -1.859 1.257 1.776
H -2.028 0.374 2.124
H -0.938 1.177 1.494

Here are the Mulliken charges for atoms 1 to 5, given in e: number 1, O, carries -0.572; number 2, C, carries 0.477; number 3, C, carries -0.610; number 4, C, carries -0.109; number 5, C, carries -0.805

Entry 8:
Formula: C22H44Br8N4O2
Source: the OMol25 dataset
Level of theory: wB97M-V/def2-TZVPD

## Properties
**SMILES**: CN(C)C=O.CN(C)C=O.BrCCBr.BrCCBr.BrCCBr.BrCCBr.CCCC#N.CCCC#N
**Energy**: -21826.177347 hartree
**Multiplicity**: 1
**HOMO**: -9.122 eV
**Relative energy (zero: lowest compared OMol25 entry of this formula, charge and spin)**: 241.71 kJ/mol

Positions of all 80 atoms, in Å:
C -0.813 -2.748 0.966
N 0.311 -1.782 1.041
C 0.215 -0.716 2.104
C 1.247 -1.630 0.147
O 2.093 -0.654 0.004
H -1.482 -2.297 0.233
H -1.460 -2.844 1.838
H -0.619 -3.758 0.605
H -0.506 -0.015 1.683
H 0.026 -1.233 3.045
H 1.170 -0.199 2.194
H 1.121 -2.415 -0.614
C 4.143 2.297 1.482
N 4.657 2.748 0.155
C 3.646 3.048 -0.857
C 5.949 2.692 -0.154
O 6.370 2.906 -1.265
H 3.399 1.508 1.373
H 3.649 3.095 2.036
H 5.037 2.109 2.077
H 3.337 2.117 -1.330
H 2.805 3.545 -0.374
H 3.942 3.696 -1.682
H 6.573 2.407 0.707
Br 3.024 -3.137 -5.194
C 1.688 -4.284 -4.303
C 2.096 -4.624 -2.855
Br 0.582 -5.547 -1.878
H 1.715 -5.187 -4.912
H 0.757 -3.732 -4.435
H 2.203 -3.632 -2.416
H 3.051 -5.135 -2.724
Br -1.367 2.277 1.761
C -0.828 3.830 2.873
C -0.661 3.327 4.309
Br 1.104 2.296 4.370
H -1.588 4.609 2.824
H 0.087 4.190 2.403
H -1.491 2.733 4.694
H -0.544 4.148 5.016
Br 7.137 -0.869 1.497
C 5.628 -1.074 0.173
C 6.341 -1.531 -1.107
Br 5.011 -1.980 -2.580
H 5.292 -0.067 -0.078
H 4.784 -1.672 0.518
H 6.963 -2.395 -0.876
H 7.091 -0.883 -1.561
Br -7.192 -0.884 3.968
C -5.300 -0.832 4.659
C -4.298 -0.242 3.670
Br -2.412 -0.396 4.290
H -5.041 -1.805 5.077
H -5.539 -0.109 5.438
H -4.427 0.835 3.559
H -4.364 -0.693 2.680
C -0.159 -0.147 -2.819
C 0.843 0.972 -2.774
C 1.865 0.893 -3.907
C 1.313 0.872 -5.372
N 0.941 0.834 -6.478
H -0.759 -0.122 -3.728
H -0.765 -0.174 -1.913
H 0.535 -0.986 -2.765
H 1.183 1.086 -1.745
H 0.317 1.919 -2.896
H 2.522 0.031 -3.799
H 2.526 1.758 -3.950
C -8.524 0.842 0.170
C -7.488 -0.242 -0.079
C -6.135 0.562 -0.479
C -4.937 -0.256 -0.403
N -4.013 -0.901 -0.365
H -8.183 1.434 1.019
H -9.467 0.306 0.277
H -8.769 1.389 -0.741
H -7.849 -0.961 -0.815
H -7.109 -0.987 0.621
H -6.054 1.454 0.141
H -6.141 1.012 -1.472

Here are the Mulliken charges for atoms 1 to 5, given in e: number 1, C, carries -0.892; number 2, N, carries 0.204; number 3, C, carries -0.454; number 4, C, carries 0.223; number 5, O, carries -0.475

Entry 9:
Formula: C4H5ClF2O
Source: the OMol25 dataset
Level of theory: wB97M-V/def2-TZVPD

## Properties
**SMILES**: FC(F)=COCCCl
**Energy**: -890.514113 hartree
**Multiplicity**: 1
**HOMO**: -8.858 eV
**Relative energy (zero: lowest compared OMol25 entry of this formula, charge and spin)**: 127.53 kJ/mol

Positions of all 13 atoms, in Å:
F 2.080 -1.995 1.458
C 1.841 -0.659 1.619
F 2.683 -0.098 2.471
C 0.809 -0.081 0.993
O 0.123 -0.787 0.058
C -1.123 -0.326 -0.436
C -0.962 0.680 -1.581
Cl -0.634 2.366 -0.968
H 0.648 0.986 1.172
H -1.803 -0.117 0.320
H -1.516 -1.194 -0.797
H -1.959 0.778 -1.992
H -0.187 0.447 -2.317

Here are the Mulliken charges for atoms 1 to 5, given in e: number 1, F, carries -0.220; number 2, C, carries 0.272; number 3, F, carries -0.238; number 4, C, carries -0.003; number 5, O, carries -0.338